C2H6NS4 | the ωB97M-V functional and the def2-TZVPD basis

XYZ file:
```
13
Properties=species:S:1:pos:R:3:forces:R:3
C 0.605466 0.608902 -0.125350 1.691 0.373 -0.335
C -0.316331 -0.203479 0.717205 0.101 -2.244 -1.128
N -1.329551 -0.866145 -0.127211 -3.491 -0.769 -2.963
S 1.386312 -0.445046 -1.472334 -0.606 0.678 0.194
S 2.156134 1.028069 0.897258 -0.679 -2.926 -1.405
S 2.504260 -1.235566 0.050143 0.427 2.017 1.261
S -0.210122 2.117723 -0.724343 -0.020 -0.531 0.204
H -0.863844 0.370870 1.330295 -1.750 2.547 2.292
H 0.021819 -0.992948 1.347563 1.397 -0.400 0.132
H -1.781867 -1.779238 0.172957 0.478 1.595 0.626
H -0.963054 -1.225437 -1.043386 0.617 0.765 0.513
H -2.125981 -0.177328 -0.435623 1.587 -1.594 0.866
H 0.916760 2.799620 -0.587169 0.247 0.488 -0.257
```
Positions in Å, forces in eV/Å.

Its SMILES is [NH3+]CC1(S)SSS1. For the LUMO energy, the calculation gives -5.56 eV. As for the HOMO energy: -12.7 eV. For the total energy, the calculation gives -1726.9826 a.u. For the energy above the lowest of the compared OMol25 structures with the same formula, charge and spin, the calculation gives 8.0 kcal per mole. The net charge is +1. The largest force on an atom comes out at 4.64 eV/A. The HOMO-LUMO gap is 7.151 eV.

Per-atom Mulliken charges, elementary charge units: 0.0293 -0.8437 -0.3626 -0.0062 0.0252 -0.0223 -0.1178 0.4859 0.4788 0.3694 0.3321 0.4122 0.2197